Density functional theory data (ωB97M-V/def2-TZVPD) for a cluster of 2 separate species, C2H9NS in total in a non-equilibrium geometry.

Results
- Gap between HOMO and LUMO: 9.8255 eV
- SMILES string: CNC.S
- LUMO level: 0.96 eV
- ΔE to the lowest compared entry with this formula, charge and spin: 36.60 kcal per mole

The geometry in XYZ format:
```
13
Properties=species:S:1:pos:R:3:forces:R:3:nbo_charge:R:1
C 1.424182 0.579733 0.103309 -1.099 -1.124 2.884 -0.420
N 0.915917 -0.767803 -0.110929 0.656 -2.427 -0.041 -0.650
C 1.486237 -1.448653 -1.349482 -3.520 -1.687 -0.745 -0.444
H 2.440886 0.490165 0.371450 1.715 0.660 -0.380 0.174
H 0.966069 0.965777 1.096556 0.235 -0.224 -1.981 0.207
H 1.187345 1.135597 -0.767151 0.078 1.040 -0.503 0.194
H 1.116830 -1.365243 0.765976 -0.444 1.192 -2.118 0.361
H 2.394410 -2.040950 -1.278720 0.400 0.475 0.299 0.190
H 0.681702 -2.256049 -1.792618 1.614 1.518 1.637 0.188
H 1.447131 -0.836076 -2.265020 0.628 0.562 0.818 0.205
S -1.960038 0.759044 0.755361 0.943 0.312 -1.550 -0.321
H -1.590508 1.996825 0.351636 -0.411 -0.013 0.505 0.137
H -1.157186 0.353387 -0.314344 -0.797 -0.284 1.176 0.179
```
Positions in Å, forces in eV/Å.